Record 1
The following is a DFT calculation (the ωB97M-V functional and the def2-TZVPD basis) of the ion C3H11N2S with charge +1.

Geometry as XYZ:
```
17
C3H11N2S | the OMol25 dataset | the ωB97M-V functional and the def2-TZVPD basis
C -0.13 -1.33 0.82
C -1.50 -0.13 -0.63
C 0.94 0.60 -0.33
N 0.62 1.66 0.44
N -0.13 -0.49 -0.35
S 2.49 -0.43 -0.11
H -0.21 -0.79 1.74
H -0.96 -2.01 0.85
H 0.80 -1.92 0.89
H -1.62 0.94 -0.17
H -1.50 -0.11 -1.71
H -2.10 -0.87 -0.13
H 1.03 0.83 -1.35
H 0.94 2.52 0.26
H 0.59 1.29 1.45
H 0.23 -1.07 -1.13
H 3.26 0.61 -0.32
```

Calculated values
Energy relative to the best compared isomer or geometry (same formula, charge and spin), kcal per mole: 48.27
2S+1: 1
Strongest force on any atom, eV Å⁻¹: 6.83
Gap between HOMO and LUMO, eV: 10.6
E_HOMO, eV: -13.826
Net charge: +1
SMILES: C[NH+](C)[C@@H](N)S

Record 2
The following is a DFT calculation (the ωB97M-V functional and the def2-TZVPD basis) of a structure of composition C24H65Li6N3O16.

Geometry as XYZ:
```
114
C24H65Li6N3O16 | the OMol25 dataset | the ωB97M-V functional and the def2-TZVPD basis
Li -2.01 1.89 -1.84
Li -0.30 -1.65 -1.91
Li -2.84 -1.29 1.29
Li 0.29 0.44 2.46
Li -1.00 -0.09 0.10
Li 2.09 -1.74 0.01
O -1.76 0.24 2.31
C -2.90 1.14 2.14
C -3.43 1.49 0.68
O -2.97 0.77 -0.43
H -2.96 1.97 2.85
H -3.57 0.40 2.57
H -3.05 2.51 0.56
H -4.52 1.59 0.73
O -1.34 -2.11 -0.15
C -0.93 -3.40 0.09
C 0.20 -4.06 -0.86
O 1.09 -3.17 -1.46
H -1.72 -4.14 0.13
H -0.69 -3.47 1.15
H -0.24 -4.70 -1.62
H 0.70 -4.84 -0.29
O 1.34 0.04 0.74
C 1.69 1.00 -0.21
C 0.97 1.00 -1.72
O -0.33 0.47 -1.92
H 2.78 0.96 -0.31
H 1.61 2.03 0.13
H 1.67 0.59 -2.45
H 0.95 2.02 -2.12
C 0.01 3.69 2.62
O 0.54 2.47 3.09
C 1.16 2.51 4.36
C 1.87 1.15 4.60
N 1.12 -0.06 4.30
C -0.04 -0.13 5.14
C -0.52 -1.53 5.11
O 0.34 -2.46 5.80
C -0.25 -3.67 6.01
H -0.53 3.33 1.75
H 0.65 4.44 2.15
H -0.54 4.21 3.41
H 0.40 2.57 5.13
H 1.79 3.37 4.58
H 2.29 0.86 5.57
H 2.75 0.98 3.98
H 1.55 -0.97 4.37
H -0.84 0.52 4.77
H 0.11 0.16 6.17
H -0.72 -1.90 4.10
H -1.44 -1.52 5.70
H 0.65 -4.26 6.19
H -0.75 -4.10 5.14
H -0.91 -3.69 6.88
C 7.49 0.66 -1.69
O 6.62 -0.35 -1.25
C 5.47 -0.55 -1.99
C 4.57 -1.73 -1.61
N 4.12 -1.72 -0.18
C 4.45 -3.01 0.40
C 3.79 -3.16 1.79
O 2.36 -3.04 1.67
C 1.78 -3.19 2.97
H 7.24 1.64 -1.29
H 7.45 0.91 -2.75
H 8.50 0.40 -1.38
H 5.65 -0.69 -3.06
H 4.78 0.29 -2.04
H 5.16 -2.63 -1.80
H 3.67 -1.72 -2.22
H 4.82 -1.04 0.11
H 5.52 -3.21 0.29
H 4.02 -3.79 -0.22
H 4.24 -2.33 2.34
H 4.03 -4.17 2.12
H 0.71 -3.04 2.88
H 2.19 -2.47 3.67
H 1.79 -4.19 3.40
C -0.75 4.69 -1.00
O -1.67 3.88 -1.57
C -2.20 4.59 -2.66
C -3.28 3.76 -3.30
N -2.80 2.40 -3.75
C -1.87 2.55 -4.91
C -1.77 1.10 -5.49
O -3.13 0.88 -5.87
C -3.55 0.84 -7.27
H 0.11 4.10 -0.70
H -1.04 5.12 -0.04
H -0.37 5.49 -1.64
H -1.41 4.85 -3.38
H -2.74 5.47 -2.31
H -3.72 4.19 -4.19
H -4.15 3.83 -2.64
H -3.55 1.76 -3.95
H -0.90 2.95 -4.61
H -2.30 3.21 -5.66
H -1.40 0.40 -4.74
H -1.08 0.98 -6.32
H -3.22 -0.13 -7.64
H -2.94 1.51 -7.88
H -4.62 0.91 -7.43
O -3.61 -2.66 2.37
H -4.56 -2.75 2.28
H -3.42 -2.96 3.25
O -1.82 -2.33 -3.37
H -2.63 -1.88 -3.13
H -1.99 -3.26 -3.18
O -5.17 0.69 -2.58
H -5.25 -0.24 -2.34
H -4.42 1.00 -2.07
O -3.85 -1.64 -1.58
H -3.34 -2.21 -1.01
H -3.52 -0.76 -1.40
```

Calculated values
2S+1: 1
Strongest force on any atom, eV Å⁻¹: 3.97
Gap between HOMO and LUMO, eV: 6.4
E_HOMO, eV: -6.510

Record 3
The following is a DFT calculation (the ωB97M-V functional and the def2-TZVPD basis) of a structure of composition C5H12Br2GaI2.

Geometry as XYZ:
```
22
C5H12Br2GaI2 | the OMol25 dataset | the ωB97M-V functional and the def2-TZVPD basis
C 3.66 0.51 1.51
C 2.25 0.78 2.00
I 2.33 2.52 3.29
C 1.11 1.02 1.02
Ga -0.75 0.46 1.79
I 1.44 0.05 -0.90
H 4.00 1.28 0.81
H 3.67 -0.44 0.98
H 4.37 0.46 2.34
H 1.96 0.01 2.72
H 1.10 2.06 0.70
H -1.80 1.63 1.46
H -1.15 -0.93 1.10
H -0.50 0.29 3.37
Br -2.82 0.63 -1.51
C -2.11 -0.75 -2.65
C -3.16 -1.69 -3.17
Br -3.87 -2.88 -1.81
H -1.35 -1.26 -2.05
H -1.62 -0.25 -3.49
H -2.74 -2.34 -3.94
H -4.01 -1.16 -3.58
```

Calculated values
2S+1: 1
Strongest force on any atom, eV Å⁻¹: 0.26
Gap between HOMO and LUMO, eV: 7.4
E_HOMO, eV: -4.875
Net charge: -1

Record 4
The following is a DFT calculation (the ωB97M-V functional and the def2-TZVPD basis) of a structure of composition C25H35N2Tc.

Geometry as XYZ:
```
63
C25H35N2Tc | the OMol25 dataset | the ωB97M-V functional and the def2-TZVPD basis
C 1.15 -2.52 0.84
C 2.08 -1.73 0.08
C 1.54 -1.57 -1.24
C 0.25 -2.20 -1.28
C 0.01 -2.78 0.02
Tc 0.21 -0.64 0.20
C -2.28 1.30 -0.41
C -2.03 0.73 0.83
H -2.22 1.30 1.74
C -1.71 -0.69 1.01
H -2.41 -1.37 0.51
H -1.60 -0.98 2.06
C -2.67 2.75 -0.58
H -2.37 3.40 0.24
H -2.26 3.16 -1.51
H -3.77 2.81 -0.67
C -2.92 0.43 -1.47
H -2.54 -0.59 -1.48
H -4.01 0.37 -1.28
H -2.80 0.86 -2.47
C 3.40 -1.22 0.54
H 3.40 -1.05 1.62
H 4.21 -1.92 0.31
H 3.63 -0.27 0.05
C 2.29 -0.98 -2.39
H 2.80 -0.06 -2.09
H 3.06 -1.68 -2.76
H 1.62 -0.74 -3.21
C -0.58 -2.49 -2.48
H -0.36 -1.79 -3.29
H -0.38 -3.50 -2.87
H -1.65 -2.44 -2.25
C -1.12 -3.71 0.37
H -2.01 -3.46 -0.21
H -0.85 -4.75 0.15
H -1.36 -3.63 1.44
C 1.41 -3.19 2.14
H 0.54 -3.13 2.80
H 1.65 -4.26 2.01
H 2.27 -2.73 2.65
C -0.04 0.81 -1.40
C 0.34 1.96 -0.78
C -0.30 0.87 -2.78
C 0.66 3.15 -1.43
H 0.70 1.70 0.25
C -0.08 2.07 -3.46
H -0.73 0.02 -3.32
C 0.42 3.21 -2.80
H 1.08 3.98 -0.87
H -0.30 2.12 -4.53
H 0.62 4.12 -3.35
C -0.16 3.10 1.93
C 0.34 1.88 2.60
N 0.57 0.61 2.20
C 1.04 -0.07 3.33
C 1.11 0.79 4.38
N 0.68 2.00 3.91
H -0.79 3.67 2.63
H 0.67 3.73 1.60
H -0.78 2.84 1.07
H 1.28 -1.12 3.32
H 1.42 0.63 5.40
H 0.60 2.87 4.42
```

Calculated values
2S+1: 4
Strongest force on any atom, eV Å⁻¹: 4.87
Gap between HOMO and LUMO (alpha / beta), eV: 8.0 / 6.4
E_HOMO (alpha / beta), eV: -9.975 / -10.270
⟨S²⟩: 3.795
Net charge: +1

Record 5
The following is a DFT calculation (the ωB97M-V functional and the def2-TZVPD basis) of a structure of composition C3H6FNO.

Geometry as XYZ:
```
12
C3H6FNO | the OMol25 dataset | the ωB97M-V functional and the def2-TZVPD basis
C 2.04 -0.03 -0.08
C 0.66 -0.36 -0.30
C -0.81 -0.24 1.01
N -1.99 -0.40 0.31
O 1.58 -1.33 -0.30
F -0.65 -1.35 1.74
H 2.50 0.25 -0.95
H 2.33 0.40 0.89
H 0.29 -0.30 -1.32
H -0.81 0.71 1.48
H -2.00 -0.06 -0.64
H -2.34 -1.35 0.35
```

Calculated values
Energy relative to the best compared isomer or geometry (same formula, charge and spin), kcal per mole: 93.58
2S+1: 1
Strongest force on any atom, eV Å⁻¹: 5.50
Gap between HOMO and LUMO, eV: 9.8
E_HOMO, eV: -8.641

Record 6
The following is a DFT calculation (the ωB97M-V functional and the def2-TZVPD basis) of a structure of composition C33H57N3O4SiYb.

Geometry as XYZ:
```
99
C33H57N3O4SiYb | the OMol25 dataset | the ωB97M-V functional and the def2-TZVPD basis
O 1.33 -0.22 1.40
O -0.26 4.51 -0.41
C 1.10 0.34 2.71
C 2.06 -0.12 3.82
H 0.09 0.09 3.01
H 1.11 1.43 2.65
H 2.08 -1.20 3.88
H 1.73 0.26 4.78
H 3.07 0.23 3.65
C 2.65 0.00 0.89
C 3.10 1.45 0.70
H 2.70 -0.49 -0.07
H 3.38 -0.50 1.53
H 2.54 1.92 -0.09
H 4.15 1.48 0.41
H 3.00 2.04 1.61
C -0.58 4.92 -1.74
C 0.02 5.56 0.52
C 0.59 4.63 -2.68
H -0.89 5.97 -1.79
H -1.45 4.35 -2.08
H 1.48 5.19 -2.39
H 0.34 4.90 -3.70
H 0.84 3.57 -2.66
C 1.23 6.43 0.14
H 0.21 5.11 1.49
H -0.86 6.19 0.65
H 2.12 5.82 -0.01
H 1.45 7.15 0.93
H 1.05 6.99 -0.78
H -2.17 2.51 0.05
N 1.55 -3.25 0.40
C 1.38 -4.38 -0.20
C 0.45 -4.53 -1.28
C -0.39 -3.61 -1.79
C 2.19 -5.66 0.06
H 2.40 -5.80 1.12
H 3.15 -5.61 -0.46
H 1.68 -6.56 -0.26
C -1.23 -3.98 -3.01
H -1.07 -3.28 -3.83
H -2.29 -3.99 -2.77
H -0.99 -4.97 -3.40
N -0.55 -2.33 -1.29
C 2.73 -3.13 1.17
C 2.79 -3.48 2.55
C 1.60 -4.04 3.30
C 3.99 -3.38 3.26
H 4.02 -3.63 4.31
C 5.16 -3.01 2.63
H 6.09 -2.94 3.18
C 5.16 -2.75 1.26
H 6.08 -2.50 0.77
C 3.97 -2.84 0.53
C 4.07 -2.59 -0.97
C -1.10 -1.29 -2.07
C -2.49 -1.04 -2.06
C -3.44 -1.82 -1.16
C -3.02 -0.03 -2.87
H -4.08 0.18 -2.86
C -2.19 0.73 -3.69
H -2.61 1.51 -4.31
C -0.82 0.48 -3.72
H -0.19 1.06 -4.37
C -0.27 -0.53 -2.92
C 1.23 -0.78 -3.00
Yb 0.23 -1.72 0.46
H 1.21 -3.33 4.02
H 1.90 -4.93 3.87
H 0.80 -4.37 2.64
H 3.11 -2.38 -1.44
H 4.52 -3.45 -1.47
H 4.71 -1.72 -1.17
H -4.40 -1.32 -1.04
H -2.99 -1.91 -0.17
H -3.61 -2.82 -1.53
H 1.42 -1.84 -3.18
H 1.69 -0.52 -2.05
H 1.71 -0.21 -3.80
H 0.47 -5.50 -1.75
C -3.15 2.14 -0.16
Si -4.52 3.09 0.74
H -3.28 2.37 -1.21
H -3.34 1.10 -0.06
C -4.02 3.60 2.47
C -6.06 2.04 0.89
C -5.05 4.60 -0.23
H -5.95 5.05 0.20
H -5.26 4.35 -1.27
H -4.28 5.37 -0.23
H -3.91 2.74 3.12
H -4.77 4.25 2.91
H -3.08 4.15 2.47
H -5.82 1.04 1.25
H -6.57 1.94 -0.07
H -6.77 2.48 1.59
O -2.39 -4.42 2.22
N -1.73 -3.81 1.44
O -0.98 -2.81 1.86
```

Calculated values
2S+1: 2
Strongest force on any atom, eV Å⁻¹: 4.17
Gap between HOMO and LUMO (alpha / beta), eV: 8.3 / 8.3
E_HOMO (alpha / beta), eV: -11.076 / -11.076
⟨S²⟩: 0.751
Net charge: +1

Q: Which molecular weight values were calculated for the entries above? A: 107.2 693.4 555.5 461.6 91.1 761.0, in g/mol.
Q: Which calculated total energy values were calculated for the entries above? A: -628.300232 -2366.840712 -7865.912230 -1163.599154 -347.638940 -3204.814034, in Ha.